No. 1
The following is a DFT calculation (ωB97M-V with the def2-TZVPD basis set) of a 2-piece molecular cluster, C3H8O4 overall in a non-equilibrium geometry.

Atoms and positions in Å:
C: 2.087793 1.239147 0.212995
C: -1.701236 -0.478037 -1.004504
C: 0.315314 -0.318480 0.082368
O: -1.948665 -1.755524 -0.699989
O: -2.520571 0.450888 -0.543182
O: -0.046110 -0.660932 1.440872
O: 0.700812 0.997317 0.015413
H: 2.766926 0.769320 -0.537027
H: 2.329876 0.668476 1.198885
H: 2.260877 2.253337 0.318529
H: -1.293290 -0.299082 -1.924532
H: 1.216391 -1.023582 -0.301963
H: -1.176228 -2.313800 -0.370911
H: -2.652985 0.318593 0.330081
H: -0.338904 0.152358 1.782965

Cartesian forces (eV/Å) of the 6 atoms listed first:
C 0.37 -4.02 1.98
C 4.56 -0.41 3.08
C -0.91 -1.08 -1.12
O -0.28 -2.29 0.95
O 0.26 0.81 -4.32
O 1.23 -1.68 -1.89

Properties
Kohn-Sham gap	8.30	eV
DFT total energy	-419.9174	Ha

---

No. 2
The following is a DFT calculation (ωB97M-V with the def2-TZVPD basis set) of one molecule with the formula C5H8BF3N2O2 in a non-equilibrium geometry.

Atoms and positions in Å:
B: 1.819103 1.310148 0.900864
C: -0.260889 0.047664 1.619340
C: -1.054358 -0.714379 0.884952
C: 0.268254 1.148775 0.774987
C: -1.651926 -0.998238 -1.544467
C: -0.411040 2.390968 1.339281
N: -0.104165 0.646168 -0.524738
N: -1.302452 -0.151098 -0.376769
O: 2.533881 0.987133 2.030798
O: 2.553029 1.696258 -0.235234
F: -0.033088 3.484534 0.575757
F: -1.737989 2.429902 1.471692
F: 0.034237 2.697069 2.594600
H: -0.156129 -0.093790 2.701659
H: -1.678156 -1.569481 0.992170
H: -2.209012 -0.398902 -2.165021
H: -0.729486 -1.463514 -2.141464
H: -2.139515 -1.907663 -1.353022
H: -0.061749 1.327229 -1.264340
H: 3.342716 1.386517 2.258335
H: 3.459146 1.374565 -0.410656

Cartesian forces (eV/Å) of the 6 atoms listed first:
B 3.49 0.12 -0.96
C -0.05 -2.11 1.82
C -1.24 0.50 -1.36
C -0.86 -0.21 1.08
C 4.43 -0.55 0.10
C 0.26 2.64 0.14

Properties
Kohn-Sham gap	8.08	eV
DFT total energy	-779.7925	Ha
SMILES	CN1C=C[C@](B(O)O)(C(F)(F)F)N1

---

No. 3
The following is a DFT calculation (ωB97M-V with the def2-TZVPD basis set) of C41H46Cl3CsGe2N7O4S as an isolated structure in a non-equilibrium geometry.

Atoms and positions in Å:
Cs: 1.339976 2.027617 -1.296083
N: 5.564576 3.449817 2.580417
C: 4.476976 3.974617 1.885017
C: 3.167576 3.682417 2.271617
C: 2.102876 4.274417 1.623417
C: 2.322576 5.133217 0.561317
C: 3.615876 5.422517 0.162517
C: 4.690376 4.860617 0.828717
S: 0.886976 5.730417 -0.357383
O: 1.404176 6.389317 -1.541383
O: 0.136876 6.566617 0.555017
N: 0.214676 4.292017 -0.674683
C: -0.888324 4.216617 -1.384483
N: -1.310524 2.964617 -1.711283
C: -2.447324 2.871117 -2.362183
C: -3.197524 3.970017 -2.755283
C: -2.650624 5.205417 -2.436183
N: -1.535924 5.343317 -1.763183
H: 5.345776 2.585717 3.057617
H: 6.388976 3.347517 2.002617
H: 2.987976 2.965917 3.060617
H: 1.085976 4.063717 1.913417
H: 3.775276 6.078417 -0.681383
H: 5.708076 5.075817 0.521117
H: -2.768124 1.862717 -2.599383
H: -4.122224 3.871417 -3.299183
H: -3.128724 6.135517 -2.729883
C: -3.285824 -0.414483 2.288817
Ge: -3.804124 -0.332183 0.334717
C: -4.926424 1.360917 0.225317
C: -5.264024 -1.764583 0.291017
Ge: -1.701324 -0.569483 -1.188683
C: -1.687224 -2.562483 -0.727883
C: -1.296924 -2.878283 0.571317
C: -1.191424 -4.182883 1.009117
C: -1.477424 -5.228183 0.143817
C: -1.894424 -4.940583 -1.143883
C: -1.995924 -3.626483 -1.569283
C: -2.694924 -0.909483 -2.957083
C: -4.072224 -0.786483 -3.103083
C: -4.719824 -1.146383 -4.271683
C: -3.991624 -1.620983 -5.348883
C: -2.612824 -1.720983 -5.240883
C: -1.976624 -1.367283 -4.061383
H: -4.119424 -0.181583 2.946117
H: -2.477124 0.274617 2.507317
H: -2.938724 -1.414183 2.534917
H: -5.596224 1.454017 1.076317
H: -5.536224 1.387417 -0.674983
H: -4.272024 2.227117 0.209817
H: -5.961424 -1.638583 1.115117
H: -4.808824 -2.746583 0.378417
H: -5.831424 -1.739583 -0.635883
H: -1.089024 -2.055283 1.245517
H: -0.886624 -4.396283 2.028117
H: -1.369224 -6.257083 0.474317
H: -2.137124 -5.755183 -1.819183
H: -2.327724 -3.427883 -2.580583
H: -4.654124 -0.404083 -2.273983
H: -5.799024 -1.068383 -4.340783
H: -4.493524 -1.909283 -6.266483
H: -2.041724 -2.089383 -6.087783
H: -0.897124 -1.456683 -3.976883
N: 1.602276 -5.932083 -0.411083
C: 1.425576 -4.813883 -1.211483
C: 1.773276 -3.545383 -0.747183
C: 1.590576 -2.454783 -1.574183
N: 1.080676 -2.540883 -2.795883
C: 0.780276 -3.748283 -3.244083
C: 0.960576 -4.914083 -2.523083
H: 1.597176 -5.719383 0.575317
H: 1.006976 -6.714283 -0.638583
H: 2.153576 -3.411783 0.254717
H: 1.863076 -1.463683 -1.239083
H: 0.356776 -3.786683 -4.241483
H: 0.711176 -5.876383 -2.950883
C: 3.740476 -1.191783 3.418017
N: 2.569376 -1.827983 2.867717
C: 1.899476 -2.731983 3.768117
C: 1.716976 -0.973283 2.062317
C: 0.870376 0.114317 2.701717
C: 0.831676 0.408417 4.063217
C: 0.038376 1.437217 4.551217
C: -0.711924 2.210117 3.688217
C: -0.687024 1.921617 2.323717
C: 0.076776 0.879517 1.861117
H: 4.483476 -1.960283 3.656817
H: 3.557176 -0.603783 4.332617
H: 4.159176 -0.530483 2.661617
H: 2.594476 -3.530283 4.054417
H: 1.054076 -3.180283 3.246217
H: 1.519676 -2.271783 4.695217
H: 1.038176 -1.626283 1.502717
H: 2.365076 -0.484683 1.327117
H: 1.432476 -0.135983 4.777917
H: 0.019776 1.636817 5.617917
H: -1.310424 3.028317 4.067917
H: -1.282124 2.514517 1.644617
Cl: 5.685176 3.092117 -2.002883
C: 5.658176 1.459517 -1.338383
Cl: 6.316276 0.340317 -2.527883
Cl: 6.653876 1.405217 0.094817
C: 4.140376 1.088717 -1.026783
O: 3.449576 1.042117 -2.036483
O: 3.882476 0.917317 0.151817

Cartesian forces (eV/Å) of the 6 atoms listed first:
Cs -1.23 -0.90 0.48
N 0.21 -0.14 0.24
C -0.12 0.29 -0.16
C 0.07 0.05 0.00
C 0.06 -0.03 0.09
C -0.50 -0.01 -0.55

Properties
Kohn-Sham gap (spin up / spin down)	5.57 / 5.54	eV
⟨S²⟩	0.762
DFT total energy	-8226.9515	Ha
charge	-2
2S+1	2

---

No. 4
The following is a DFT calculation (ωB97M-V with the def2-TZVPD basis set) of C16H9Co2N2O6 as an isolated structure in a non-equilibrium geometry.

Atoms and positions in Å:
C: 0.364812 -1.688927 -2.670344
C: 0.135983 -2.855787 -1.973702
N: -0.156882 -3.837580 -1.389053
N: 1.628284 -1.151902 -2.781474
C: 1.792496 0.076891 -3.401910
C: 3.032767 0.668233 -3.446948
C: 4.146447 0.033041 -2.900460
C: 3.974365 -1.214261 -2.310082
C: 2.727737 -1.808195 -2.246877
H: -0.455103 -1.188524 -3.184141
H: 0.886999 0.524277 -3.811136
H: 3.113491 1.643314 -3.912216
H: 5.120469 0.505613 -2.930142
H: 4.809193 -1.753622 -1.874551
H: 2.563429 -2.789090 -1.793658
O: -0.968255 -2.902151 3.691613
C: -1.502286 -1.892793 3.475252
Co: -2.293952 -0.379510 3.108142
C: -3.707178 -0.640372 2.101830
O: -4.652338 -0.805111 1.456999
C: -2.935324 0.384322 4.549937
O: -3.392855 0.906109 5.480327
C: -0.895487 0.956319 2.664837
C: -0.605747 0.514359 1.333561
C: -0.088855 -0.549248 0.675826
Co: -1.536659 2.060002 1.399432
C: -2.790636 2.126758 0.061762
O: -3.571139 2.127264 -0.785099
C: -0.210924 3.074937 0.816007
O: 0.759912 3.580859 0.433314
C: -2.389043 3.194031 2.570245
O: -2.940186 3.855352 3.344294
H: -0.136870 1.255986 3.405449
H: -0.383711 -0.760770 -0.350278
H: 0.557047 -1.269824 1.193240

Cartesian forces (eV/Å) of the 6 atoms listed first:
C 0.31 0.84 -0.88
C -0.90 -2.48 1.41
N 0.81 1.85 -1.17
N -0.59 -0.40 0.29
C 0.27 -0.44 0.30
C -0.18 -0.21 0.00

Properties
Kohn-Sham gap	5.37	eV
DFT total energy	-3941.4689	Ha
charge	-1

---

No. 5
The following is a DFT calculation (ωB97M-V with the def2-TZVPD basis set) of one molecule with the formula C13H11N3OS.

Atoms and positions in Å:
C: -5.005018 -1.133852 0.041193
N: -4.232875 0.074524 0.032422
C: -2.882907 0.179480 -0.023166
N: -2.477835 1.426509 -0.043051
C: -3.615543 2.172596 -0.003196
C: -4.708654 1.360764 0.041030
H: -5.756184 1.575256 0.081158
H: -3.562507 3.242225 -0.007224
C: 0.874635 -1.263212 -0.017850
O: 0.690975 -2.457420 -0.000733
C: 2.240630 -0.676010 -0.010676
C: 2.483970 0.698137 -0.032669
C: 3.779725 1.173247 -0.026264
C: 4.851368 0.278597 0.002488
C: 4.617005 -1.097423 0.026082
C: 3.319769 -1.562626 0.019263
H: 3.110831 -2.621880 0.036535
H: 5.450847 -1.782981 0.049134
C: 6.178282 0.769944 0.006989
N: 7.252880 1.167974 0.010612
H: 3.973875 2.235445 -0.043581
H: 1.667225 1.402159 -0.055183
C: -0.274201 -0.289466 -0.048055
H: -0.277868 0.360634 0.827496
H: -0.254396 0.331317 -0.944529
S: -1.838907 -1.219251 -0.053361
H: -5.302487 -1.411557 -0.973436
H: -5.899513 -0.993309 0.647595
H: -4.403113 -1.939812 0.460988

Cartesian forces (eV/Å) of the 6 atoms listed first:
C -0.22 -0.36 -0.16
N 0.38 0.24 0.06
C 0.28 0.10 0.00
N 0.40 -0.24 -0.03
C -0.41 -0.03 0.01
C -0.08 0.45 -0.01

Properties
Kohn-Sham gap	7.43	eV
DFT total energy	-1139.6763	Ha
SMILES	Cn1ccnc1SCC(=O)c1ccc(C#N)cc1